Record 1
{
  "formula": "C38H72BF13IN15O35S",
  "method": "ωB97M-V with the def2-TZVPD basis set",
  "e_tot_ha": -6963.49563,
  "mol_weight_da": 1715.8,
  "lumo_ev": -0.45,
  "homo_ev": -8.51,
  "symbols": ["C", "O", "B", "O", "C", "N", "C", "C", "O", "C", "C", "C", "O", "C", "C", "C", "C", "F", "F", "C", "F", "F", "C", "F", "F", "C", "F", "F", "S", "F", "F", "F", "F", "F", "C", "O", "C", "C", "C", "C", "C", "C", "O", "C", "C", "C", "O", "I", "H", "H", "H", "H", "H", "H", "H", "H", "H", "H", "H", "H", "H", "H", "H", "H", "H", "H", "H", "H", "H", "H", "H", "H", "H", "H", "H", "H", "H", "H", "C", "N", "O", "O", "H", "H", "H", "C", "N", "O", "O", "H", "H", "H", "C", "N", "O", "O", "H", "H", "H", "C", "N", "O", "O", "H", "H", "H", "C", "N", "O", "O", "H", "H", "H", "C", "N", "O", "O", "H", "H", "H", "C", "N", "O", "O", "H", "H", "H", "C", "N", "O", "O", "H", "H", "H", "C", "N", "O", "O", "H", "H", "H", "C", "N", "O", "O", "H", "H", "H", "C", "N", "O", "O", "H", "H", "H", "C", "N", "O", "O", "H", "H", "H", "C", "N", "O", "O", "H", "H", "H", "C", "N", "O", "O", "H", "H", "H"],
  "xyz": [[-2.65, 4.13, -2.00], [-1.71, 3.26, -2.66], [-0.55, 3.16, -1.89], [0.50, 4.01, -2.21], [-0.51, 2.03, -0.75], [0.26, 2.36, 0.47], [-0.32, 3.46, 1.22], [-0.64, 3.05, 2.66], [-1.70, 3.37, 3.16], [1.70, 2.45, 0.28], [2.47, 2.53, 1.62], [3.83, 1.89, 1.44], [4.70, 2.76, 0.70], [-0.15, 0.63, -1.34], [0.91, 0.76, -2.46], [1.78, -0.51, -2.57], [2.57, -0.47, -3.86], [3.04, 0.79, -4.04], [1.67, -0.69, -4.85], [3.66, -1.59, -3.97], [3.50, -2.22, -5.16], [3.37, -2.53, -3.05], [5.14, -1.16, -3.93], [5.29, -0.26, -4.94], [5.89, -2.20, -4.34], [5.68, -0.48, -2.64], [6.54, 0.47, -3.03], [4.73, 0.18, -1.99], [6.62, -1.57, -1.40], [5.79, -2.84, -1.81], [5.56, -1.26, -0.27], [7.43, -0.29, -0.91], [7.75, -1.85, -2.46], [7.42, -2.44, -0.37], [-1.44, 0.09, -2.00], [-1.25, -1.15, -2.68], [-1.62, -2.25, -1.94], [-2.83, -2.37, -1.32], [-3.17, -3.46, -0.59], [-2.29, -4.50, -0.49], [-1.09, -4.40, -1.15], [-0.76, -3.30, -1.86], [0.39, -0.27, -0.39], [-0.49, -0.70, 0.63], [0.23, -0.66, 1.99], [1.46, -1.53, 1.89], [2.58, -1.10, 1.78], [1.24, -3.70, 1.90], [-2.18, 5.10, -1.85], [-3.52, 4.25, -2.63], [-2.95, 3.69, -1.05], [0.50, 4.81, -1.68], [-1.55, 1.92, -0.42], [-1.26, 3.84, 0.82], [0.40, 4.29, 1.29], [0.06, 2.42, 3.24], [2.10, 1.57, -0.21], [2.02, 3.33, -0.30], [2.57, 3.56, 1.96], [1.96, 1.90, 2.35], [4.30, 1.71, 2.42], [3.76, 0.93, 0.92], [5.57, 2.36, 0.66], [0.43, 0.91, -3.42], [1.62, 1.56, -2.24], [2.48, -0.47, -1.73], [1.22, -1.42, -2.44], [-1.75, 0.81, -2.76], [-2.24, 0.07, -1.27], [-3.55, -1.56, -1.38], [-4.10, -3.54, -0.07], [-2.49, -5.39, 0.10], [-0.38, -5.21, -1.09], [0.21, -3.31, -2.35], [-0.80, -1.74, 0.50], [-1.40, -0.11, 0.73], [0.44, 0.34, 2.34], [-0.46, -1.17, 2.67], [5.34, 6.69, 1.09], [4.61, 6.03, 2.20], [3.42, 5.83, 2.06], [5.26, 5.73, 3.18], [4.64, 6.90, 0.29], [5.77, 7.61, 1.48], [6.12, 6.00, 0.76], [3.10, 1.84, -6.93], [2.20, 1.74, -8.10], [2.61, 1.19, -9.10], [1.09, 2.23, -7.97], [4.05, 1.37, -7.18], [3.24, 2.90, -6.71], [2.62, 1.34, -6.11], [0.25, 4.76, -6.28], [-0.83, 5.63, -5.76], [-1.96, 5.18, -5.74], [-0.51, 6.74, -5.39], [-0.17, 3.81, -6.57], [0.70, 5.26, -7.13], [0.98, 4.63, -5.48], [-3.45, 1.31, 5.02], [-3.45, 0.12, 4.12], [-4.46, -0.13, 3.51], [-2.43, -0.54, 4.07], [-4.41, 1.79, 4.96], [-3.24, 0.96, 6.03], [-2.66, 1.96, 4.66], [-4.54, -3.26, 4.47], [-4.64, -4.48, 3.62], [-4.68, -5.56, 4.17], [-4.68, -4.31, 2.42], [-4.52, -3.57, 5.51], [-3.63, -2.75, 4.20], [-5.41, -2.64, 4.27], [6.16, 3.16, 5.69], [5.28, 2.89, 4.52], [5.75, 2.23, 3.60], [4.16, 3.35, 4.55], [7.12, 2.70, 5.51], [6.25, 4.24, 5.77], [5.67, 2.74, 6.56], [-8.78, 0.44, 4.45], [-7.32, 0.44, 4.73], [-6.71, 1.47, 4.52], [-6.85, -0.59, 5.15], [-9.07, 1.42, 4.09], [-8.97, -0.33, 3.71], [-9.29, 0.21, 5.39], [8.08, -1.28, -6.47], [9.06, -1.98, -7.35], [8.65, -2.39, -8.42], [10.19, -2.08, -6.94], [7.12, -1.26, -6.96], [8.03, -1.84, -5.54], [8.45, -0.27, -6.30], [3.72, -4.69, -6.80], [3.66, -5.88, -7.70], [3.67, -6.98, -7.17], [3.62, -5.67, -8.89], [3.75, -5.03, -5.78], [4.62, -4.13, -7.06], [2.83, -4.10, -6.99], [-0.04, -8.32, 3.14], [0.93, -7.27, 2.74], [0.67, -6.61, 1.75], [1.92, -7.13, 3.43], [-0.86, -8.32, 2.44], [0.49, -9.27, 3.13], [-0.38, -8.08, 4.15], [-5.93, -7.94, 6.11], [-5.66, -8.42, 7.49], [-4.82, -7.83, 8.14], [-6.31, -9.37, 7.88], [-5.28, -7.10, 5.90], [-5.71, -8.77, 5.44], [-6.97, -7.66, 6.06], [1.38, 8.18, 1.18], [2.31, 9.22, 0.68], [2.05, 9.74, -0.38], [3.27, 9.48, 1.37], [0.57, 8.05, 0.47], [1.95, 7.26, 1.29], [1.00, 8.51, 2.14], [-7.53, -0.74, -0.88], [-6.07, -0.87, -0.65], [-5.37, 0.08, -0.92], [-5.68, -1.93, -0.20], [-7.73, 0.25, -1.28], [-7.82, -1.51, -1.59], [-8.03, -0.88, 0.07], [-12.20, -1.50, 7.58], [-11.34, -0.34, 7.22], [-11.62, 0.27, 6.20], [-10.42, -0.09, 7.96], [-12.98, -1.61, 6.83], [-11.56, -2.38, 7.61], [-12.63, -1.30, 8.56]]
}

---

Record 2
{
  "formula": "C4H10O",
  "method": "ωB97M-V with the def2-TZVPD basis set",
  "e_tot_ha": -233.44721,
  "relative_energy_kj_mol": 519.17,
  "mol_weight_da": 74.1,
  "lumo_ev": 0.93,
  "homo_ev": -8.35,
  "symbols": ["C", "C", "O", "C", "C", "H", "H", "H", "H", "H", "H", "H", "H", "H", "H"],
  "xyz": [[1.97, 0.82, 0.18], [0.99, -0.18, -0.15], [-0.03, 0.19, -0.94], [-1.28, -0.47, -0.73], [-2.07, 0.21, 0.38], [2.64, -0.38, 0.64], [1.55, 1.81, 0.40], [2.86, 0.92, -0.44], [2.42, -1.12, 0.02], [0.72, -0.98, 0.54], [-1.10, -1.53, -0.51], [-1.81, -0.40, -1.69], [-3.04, -0.29, 0.52], [-2.24, 1.26, 0.14], [-1.52, 0.16, 1.33]]
}